Record 1
108
Properties=species:S:1:pos:R:3 method="wB97M-V/def2-TZVPD" orbital_gap_ha=0.3078 total_charge=+1
H 1.406 -4.084 -1.420
H -7.809 4.073 -3.344
C -8.019 -1.624 2.158
C 7.813 -3.156 1.890
N -0.040 -0.247 -0.477
H -1.356 -0.026 -2.074
H 1.360 0.185 -1.992
Cl -10.018 1.524 -1.857
H 5.990 -4.177 -0.220
H -7.085 0.889 0.432
C -9.555 3.024 -2.699
C -8.999 0.656 1.359
H -0.271 -2.249 0.183
C 1.881 -3.630 -0.545
H 8.249 -0.849 3.570
C 6.368 -3.660 1.857
H 2.899 2.936 1.465
H 3.098 1.198 1.356
C 3.573 2.155 1.118
H 3.453 -5.060 -0.659
H -2.215 -1.208 0.525
H -9.896 -2.318 1.347
H -9.928 2.948 -3.719
C -3.792 -0.009 -0.233
H -10.059 3.853 -2.208
H -8.240 0.054 -0.569
F -0.052 -0.007 0.903
C 3.383 -3.975 -0.562
H 5.830 -2.455 0.105
C 7.095 0.661 2.567
H -7.679 -1.038 3.014
H 9.012 -1.438 1.476
Cl 2.472 7.012 2.539
H 7.184 0.752 0.406
H 3.798 1.343 -0.882
H -7.757 -2.666 2.334
H 5.770 -3.202 2.650
H 3.771 -2.612 1.112
H -1.813 -4.426 -5.225
H -0.267 -2.458 -4.874
C 0.786 6.501 2.794
S -5.281 -0.948 -0.686
H 0.135 7.311 2.475
C 0.218 -1.726 -0.633
H 3.812 -3.496 -1.445
H -0.174 2.245 -1.812
H 1.384 -4.026 0.344
H 6.344 -4.735 2.058
H 7.387 2.306 1.208
Cl -1.899 -0.849 -4.301
C -2.108 -3.562 -4.632
H -3.866 0.323 0.800
C 0.474 5.223 2.058
H -1.458 -2.215 -6.157
H -1.661 1.109 -0.710
C 4.114 -3.572 0.715
C -1.389 0.097 -0.989
H -7.555 2.338 -3.115
H 2.123 -1.703 0.321
H 7.433 -1.398 0.699
C 1.060 0.599 -1.034
H 0.655 6.347 3.863
H 0.631 2.606 -0.275
H -0.519 4.870 2.331
H 1.868 0.534 -0.311
H 8.726 1.112 1.197
Cl 0.479 5.455 0.287
H 2.509 4.041 -0.399
C -2.509 -0.836 -0.457
C 1.904 2.740 -1.997
H 8.202 -3.333 2.899
Cl -1.789 -3.969 -2.925
C -7.882 0.144 0.454
H -8.566 0.966 2.320
C -9.542 -1.538 2.023
H -3.178 -3.412 -4.744
H -9.394 1.564 0.907
H 7.522 1.246 3.384
H 8.445 -3.740 1.218
Cl -7.397 3.542 -1.096
H 6.591 -1.313 3.311
H 3.621 3.959 -1.738
C 7.950 -1.641 1.625
C 7.649 1.249 1.259
H 1.198 4.446 2.297
H 4.484 2.213 1.714
C 0.725 2.075 -1.222
S -5.059 -1.596 2.220
C -6.014 -1.241 0.931
H 2.258 -1.739 -1.463
C 3.905 2.313 -0.389
H -2.694 -1.662 -1.137
H 3.955 -4.296 1.518
H -9.970 -1.689 3.017
C 5.645 -3.448 0.518
H 4.947 2.600 -0.510
O -10.016 -0.295 1.510
C 7.445 -0.837 2.829
H 2.388 1.986 -2.629
C 2.989 3.344 -1.091
C -1.329 -2.354 -5.085
H -0.225 -2.011 -1.587
H 1.518 3.496 -2.679
C -8.060 3.216 -2.721
H 6.011 0.788 2.615
H -3.814 0.892 -0.853
C 1.697 -2.101 -0.603
N -7.390 -1.202 0.902

Record 2
18
Properties=species:S:1:pos:R:3 method="wB97M-V/def2-TZVPD" smiles="C/C=C/CCC(=O)O" orbital_gap_ha=0.3662 total_charge=0
H -3.215 1.258 -1.170
H 0.355 1.528 -1.717
C 0.969 -0.083 -0.259
H -2.166 2.608 -0.715
C -1.315 0.657 -0.659
H 0.539 0.219 1.870
H -2.068 1.977 -2.376
H 2.982 -2.696 1.018
H 1.305 -0.824 -1.011
C 1.320 -1.714 1.657
O 2.361 -1.904 0.816
H -1.782 0.068 0.065
C -2.255 1.646 -1.234
H -0.590 -0.949 1.005
C -0.046 0.724 -1.032
O 1.210 -2.398 2.670
C 0.468 -0.644 1.094
H 1.928 0.527 -0.020